1.
ORCA calculation (wB97M-V/def2-TZVPD) on C3H9N3O in the gas phase.

Each line ends with the Mulliken charge.
CARTESIAN COORDINATES (ANGSTROEM)
C -0.281 -0.777 -1.901  -1.114
H -1.596 -0.113 -0.325  0.322
N 0.445 2.654 0.895  -0.599
N 0.603 0.499 1.182  -0.462
N 0.159 1.441 0.454  0.308
O 0.194 -1.712 1.694  -0.535
C 0.398 -0.797 0.665  0.333
C -0.827 -0.867 -0.487  -0.490
H 0.434 -1.578 -2.085  0.333
H 1.285 -1.086 0.079  0.167
H 0.226 0.175 -2.046  0.277
H 0.963 2.775 1.762  0.246
H 0.519 -1.329 2.518  0.310
H -1.090 -0.861 -2.627  0.351
H -0.116 3.398 0.519  0.214
H -1.316 -1.821 -0.297  0.338

## Properties
Lowest unoccupied orbital energy (eV): 1.06
Energy relative to the best compared isomer or geometry (same formula, charge and spin) (kJ/mol): 266.4
HOMO level (eV): -9.1
Total charge: 0
HOMO-LUMO gap (eV): 10.161



2.
ORCA calculation (wB97M-V/def2-TZVPD) on C3H9N3O in the gas phase.

Each line ends with the Mulliken charge.
CARTESIAN COORDINATES (ANGSTROEM)
N -0.026 -0.372 0.384  -0.214
O -2.101 0.082 -0.499  -0.642
H -0.271 0.864 2.195  0.235
H -1.425 -0.430 1.844  0.344
C -0.328 0.675 -1.851  -0.236
N 1.153 0.578 -2.163  -0.668
H 0.249 -2.103 2.889  0.195
H 1.375 -0.804 3.165  0.174
C -0.315 -0.236 1.848  -0.392
N 0.552 -1.111 2.707  -0.462
H -0.794 1.580 -1.795  0.347
H 1.299 0.603 -3.224  0.285
H 0.702 -0.926 0.028  0.283
H -0.737 0.098 -2.815  0.264
C -0.855 0.000 -0.590  0.277
H 1.523 1.502 -2.122  0.211

## Properties
Lowest unoccupied orbital energy (eV): 0.91
Energy relative to the best compared isomer or geometry (same formula, charge and spin) (kJ/mol): 225.0
HOMO level (eV): -9.1
Total charge: 0
HOMO-LUMO gap (eV): 10.057



3.
ORCA calculation (wB97M-V/def2-TZVPD) on 2 unconnected molecules or ions with the total composition C3H9N3O2.

Each line ends with the Mulliken charge.
CARTESIAN COORDINATES (ANGSTROEM)
H 2.626 1.033 -0.312  0.291
N -1.511 0.538 -0.234  -0.230
H -1.819 -2.209 -0.767  0.343
N 0.880 0.453 -0.119  -0.201
H 0.733 2.185 1.447  0.248
C -0.226 -0.383 -0.219  0.531
N 0.059 -1.564 -0.516  -0.395
H 0.634 0.408 1.964  0.426
H 2.253 -0.903 -0.895  0.312
H -0.875 1.239 -0.886  0.345
O -1.056 -2.606 -0.448  -0.402
H 2.572 -0.463 1.121  0.242
O -2.516 -0.117 -1.317  -0.570
C 2.231 -0.135 0.046  -0.727
C 0.460 1.027 1.124  -0.988
H -3.764 0.251 -1.079  0.359
H -0.682 1.247 1.090  0.417

## Properties
Lowest unoccupied orbital energy (eV): -0.23
Energy relative to the best compared isomer or geometry (same formula, charge and spin) (kJ/mol): 1146.6
HOMO level (eV): -9.4
Total charge: 0
HOMO-LUMO gap (eV): 9.144



4.
ORCA calculation (wB97M-V/def2-TZVPD) on C3H9N3O2 in the gas phase.

Each line ends with the Mulliken charge.
CARTESIAN COORDINATES (ANGSTROEM)
H -0.080 0.999 -1.300  0.318
N -1.083 -1.120 0.349  -0.311
O -0.581 -1.636 -1.877  -0.742
O -1.826 -2.294 0.539  -0.439
N 0.378 0.244 -0.786  0.271
H 1.372 -0.579 -2.284  0.315
H 2.161 -0.630 -0.854  0.266
C -0.443 1.637 1.313  -1.080
N 1.609 -0.022 -1.456  -0.785
H -1.412 1.146 1.341  0.330
H 1.599 1.122 0.755  0.448
H -0.199 1.989 2.317  0.354
H 0.701 -0.202 1.518  0.357
C -0.580 -0.999 -0.829  0.393
C 0.617 0.669 0.877  -0.327
H -0.488 2.502 0.653  0.303
H -1.743 -2.825 -0.274  0.331

## Properties
Lowest unoccupied orbital energy (eV): 0.73
Energy relative to the best compared isomer or geometry (same formula, charge and spin) (kJ/mol): 522.2
HOMO level (eV): -8.0
Total charge: 0
HOMO-LUMO gap (eV): 8.716



5.
ORCA calculation (wB97M-V/def2-TZVPD) on 2 unconnected molecules or ions with the total composition C3H9N3O2.

Each line ends with the Mulliken charge.
CARTESIAN COORDINATES (ANGSTROEM)
H 0.992 -2.897 -0.447  0.368
C 1.329 -1.232 0.377  0.047
C -1.092 1.313 0.573  0.620
H -1.624 -0.088 1.995  0.216
H 0.723 0.155 -1.557  0.272
N -1.269 0.843 1.854  -0.411
H 1.423 -0.805 1.376  0.445
C -0.416 0.599 -1.639  -0.736
O -0.959 2.493 0.325  -0.625
O 0.790 -2.470 0.400  -0.485
H -0.948 0.072 -2.431  0.243
H -0.571 -0.599 0.047  0.269
N -0.970 0.305 -0.369  -0.282
H -1.520 1.539 2.538  0.236
N 1.921 -0.820 -0.691  -0.788
H 2.594 -0.079 -0.537  0.248
H -0.404 1.671 -1.816  0.363

## Properties
Lowest unoccupied orbital energy (eV): 0.68
Energy relative to the best compared isomer or geometry (same formula, charge and spin) (kJ/mol): 213.6
HOMO level (eV): -9.2
Total charge: 0
HOMO-LUMO gap (eV): 9.907



6.
ORCA calculation (wB97M-V/def2-TZVPD) on 3 unconnected molecules or ions with the total composition C3H9N3O6.

Each line ends with the Mulliken charge.
CARTESIAN COORDINATES (ANGSTROEM)
H -0.407 -6.040 -3.397  0.306
O -2.241 -1.123 -0.080  -0.515
H -1.782 1.211 -1.804  0.268
H 3.605 3.204 4.767  0.299
O -0.403 -3.015 -4.589  -0.527
H -1.552 -5.463 -4.522  0.282
H 3.086 4.174 3.312  0.290
H -3.223 0.902 -0.786  0.296
N 2.136 4.739 4.993  0.899
C -2.157 1.129 -0.783  -0.646
O -0.455 -0.068 0.332  -0.522
H 1.970 2.988 3.933  0.272
O 2.393 4.800 6.131  -0.524
H -1.971 2.003 -0.160  0.271
N -0.046 -4.156 -4.372  0.831
C -0.944 -5.135 -3.679  -0.661
O 0.963 -4.597 -4.829  -0.507
N -1.591 -0.117 -0.115  0.848
O 1.465 5.555 4.408  -0.546
C 2.778 3.659 4.222  -0.691
H -1.626 -4.649 -2.982  0.275

## Properties
Lowest unoccupied orbital energy (eV): 0.24
Energy relative to the best compared isomer or geometry (same formula, charge and spin) (kJ/mol): 68.5
HOMO level (eV): -11.1
Total charge: 0
HOMO-LUMO gap (eV): 11.319



Record-wise maximum force values, in hartree/bohr: 0.0756; 0.1303; 0.1329; 0.0557; 0.0646; 0.0789